13
Properties=species:S:1:pos:R:3 method="wB97M-V/def2-TZVPD" gap_ha=0.375 e_above_lowest_kcal_mol=108.90 e_lumo_ev=0.864 homo_energy_ev=-9.35 smiles="[H]/N=C1/OCON1C"
C 1.54 -0.88 0.14
C -1.92 -0.22 -0.07
C -0.08 1.04 -0.03
H 1.57 -1.69 -0.70
H 2.30 -0.06 -0.09
H 1.61 -1.33 1.25
H -2.65 -0.47 0.62
H -2.33 -0.28 -1.07
H 1.53 2.09 0.03
N 0.26 -0.26 -0.32
N 0.43 2.20 -0.06
O -0.88 -1.12 0.05
O -1.37 0.98 0.25